{
  "formula": "C29H78N6O12PSn",
  "method": "ωB97M-V with the def2-TZVPD basis set",
  "species": ["Sn", "P", "O", "O", "O", "O", "C", "C", "C", "O", "H", "H", "H", "H", "H", "H", "H", "H", "C", "O", "C", "C", "N", "C", "C", "O", "C", "H", "H", "H", "H", "H", "H", "H", "H", "H", "H", "H", "H", "H", "H", "H", "C", "C", "C", "O", "C", "N", "H", "H", "H", "H", "H", "H", "H", "H", "H", "H", "H", "C", "C", "C", "O", "C", "N", "H", "H", "H", "H", "H", "H", "H", "H", "H", "H", "H", "C", "C", "C", "O", "C", "N", "H", "H", "H", "H", "H", "H", "H", "H", "H", "H", "H", "C", "C", "C", "O", "C", "N", "H", "H", "H", "H", "H", "H", "H", "H", "H", "H", "H", "C", "C", "C", "O", "C", "N", "H", "H", "H", "H", "H", "H", "H", "H", "H", "H", "H"],
  "coordinates": [[3.0763, -4.5130, -5.3387], [0.3858, -0.4712, -1.2205], [1.7529, -1.1644, -0.7251], [-0.7551, -1.3345, -0.6471], [0.4214, -0.4000, -2.7863], [0.5265, 0.9771, -0.5591], [-3.1383, 7.9675, -3.1014], [-3.1612, 6.5867, -2.3583], [-4.1333, 5.6280, -3.0369], [-1.8029, 6.1169, -2.3491], [-4.0948, 8.4877, -3.0489], [-2.7810, 7.8228, -4.1210], [-2.4194, 8.6312, -2.6210], [-3.3929, 6.7501, -1.3058], [-3.8561, 4.5936, -2.8338], [-4.0635, 5.6498, -4.1244], [-5.1779, 5.7569, -2.7536], [-1.7340, 5.3343, -1.7974], [-3.7316, 1.8920, 4.4798], [-4.3080, 0.5482, 4.4992], [-5.1854, 0.3111, 3.3958], [-5.9040, -1.0839, 3.5880], [-4.9011, -2.0903, 3.5976], [-5.3372, -3.4590, 3.9226], [-5.2421, -3.8095, 5.4078], [-3.8390, -3.7382, 5.8490], [-3.5848, -4.4643, 7.0599], [-3.0690, 1.8989, 5.3452], [-4.4463, 2.7136, 4.5271], [-3.0607, 2.0171, 3.6299], [-4.6671, 0.3586, 2.4381], [-6.0111, 1.0211, 3.3498], [-6.5380, -1.2306, 2.7136], [-6.4535, -1.1801, 4.5244], [-4.2884, -2.1117, 2.7949], [-4.7338, -4.2023, 3.4015], [-6.3266, -3.6390, 3.5021], [-5.6787, -4.7944, 5.5740], [-5.8623, -3.0918, 5.9447], [-2.5608, -4.8323, 7.1243], [-4.2279, -5.3265, 7.2362], [-3.6201, -3.8584, 7.9653], [-1.5925, 2.1554, -9.2598], [-0.1645, 2.5536, -9.4059], [0.2181, 3.9469, -8.9202], [1.6099, 4.2409, -8.7785], [2.3851, 4.1776, -10.0171], [0.6135, 1.3809, -8.9577], [-2.2382, 2.9576, -9.6170], [-1.8685, 1.9954, -8.2175], [-1.8843, 1.2717, -9.8273], [0.0103, 2.6976, -10.4721], [-0.2527, 3.9974, -7.9384], [-0.1978, 4.7161, -9.5709], [2.1624, 5.0478, -10.6346], [2.2029, 3.2103, -10.4854], [3.4627, 4.1908, -9.8540], [1.6189, 1.3986, -9.0519], [0.5611, 1.2793, -7.9542], [-6.6915, -4.7434, -3.7284], [-6.1266, -3.5056, -4.5721], [-6.6992, -2.1593, -4.0258], [-8.0846, -2.1243, -4.1998], [-8.6432, -0.8770, -3.9660], [-4.6932, -3.4568, -4.3821], [-7.7789, -4.7666, -3.6562], [-6.3423, -4.6392, -2.7011], [-6.3389, -5.6431, -4.2326], [-6.3238, -3.6677, -5.6318], [-6.1949, -1.3769, -4.5928], [-6.4275, -1.9446, -2.9922], [-8.4541, -0.4535, -2.9796], [-9.7073, -0.9725, -4.1820], [-8.2560, -0.1840, -4.7130], [-4.4992, -2.9188, -3.5496], [-4.2593, -2.7952, -5.0099], [10.2818, -0.1609, 2.0085], [8.9380, -0.8817, 2.2605], [8.2988, -1.0180, 3.6924], [8.9551, -2.0785, 4.4363], [9.7887, -1.5740, 5.4598], [8.0287, -0.3222, 1.2742], [10.4048, -0.0655, 0.9297], [11.1444, -0.7110, 2.3846], [10.3094, 0.8321, 2.4570], [9.1156, -1.9125, 1.9539], [7.3103, -1.4501, 3.5363], [8.2734, -0.0586, 4.2090], [10.3106, -2.4216, 5.9041], [9.0963, -1.1472, 6.1855], [10.5037, -0.7893, 5.2127], [7.0953, -0.6676, 1.4463], [8.2625, -0.6105, 0.3349], [4.9249, 5.6144, 5.2258], [4.3486, 5.7481, 3.8186], [5.2924, 6.4055, 2.8163], [4.6287, 6.7338, 1.6292], [3.7391, 7.8566, 1.8077], [3.8623, 4.3963, 3.4889], [4.2103, 5.1910, 5.9316], [5.1149, 6.5793, 5.6959], [5.8270, 5.0027, 5.2412], [3.4414, 6.3428, 3.9255], [6.0784, 5.6875, 2.5825], [5.8639, 7.2208, 3.2599], [4.3242, 8.6562, 2.2621], [2.8927, 7.7713, 2.4892], [3.3140, 7.9959, 0.8138], [3.2400, 4.4360, 2.6944], [4.6797, 3.9336, 3.1174], [-0.1737, -8.5019, 1.8304], [0.5802, -7.3208, 2.4649], [1.6765, -7.7139, 3.4142], [2.3369, -6.5006, 3.7651], [3.3884, -6.7068, 4.7186], [1.1992, -6.7044, 1.2758], [-0.9078, -8.8409, 2.5613], [0.4892, -9.3528, 1.6734], [-0.7792, -8.3446, 0.9378], [-0.0459, -6.6136, 3.0089], [2.3386, -8.4429, 2.9470], [1.2665, -8.2514, 4.2693], [4.3031, -7.0570, 4.2403], [3.1827, -7.4344, 5.5037], [3.5431, -5.8285, 5.3453], [0.5097, -6.0411, 0.9523], [1.9914, -6.1368, 1.5411]],
  "atomic_forces_ev_per_a": [[0.0, 0.0, 0.0], [1.9, 0.8, 0.4], [-2.2, 0.3, -1.2], [1.2, 1.1, -0.4], [0.1, 0.0, 2.5], [-1.1, -2.3, -1.5], [0.5, -0.7, 0.9], [0.4, 1.1, -0.5], [0.4, -0.7, -0.1], [-0.3, 0.2, -0.6], [-0.2, -0.3, -0.3], [-0.3, 0.0, -0.1], [0.1, -0.1, 0.1], [-0.6, 0.1, 0.0], [-0.1, -0.1, 0.5], [0.0, 0.5, -0.1], [0.1, 0.2, 0.1], [-0.1, -0.2, 0.0], [0.5, -1.6, 0.2], [-0.4, 1.5, -0.8], [-1.0, -1.1, 1.2], [1.6, 0.9, -0.8], [1.0, -2.1, 0.6], [0.8, 0.3, -0.2], [0.8, 0.8, -0.1], [-1.4, -1.0, 0.3], [0.2, 0.3, 0.1], [-0.2, 0.2, 0.1], [-0.3, -0.2, 0.0], [-0.2, 0.0, -0.4], [0.2, -0.2, -0.1], [0.0, 0.6, 0.1], [-0.8, 0.3, 0.0], [-0.2, 0.5, -0.1], [-0.1, 0.3, 0.0], [0.4, 0.3, -0.2], [-0.6, -0.1, 0.4], [0.2, -0.3, 0.1], [0.1, 0.2, 0.5], [0.2, 0.0, -0.8], [-0.3, 0.0, -0.4], [-0.6, 0.6, 0.0], [-1.3, 0.8, 0.3], [1.7, -0.9, -1.8], [0.1, 0.0, 1.1], [0.8, -0.5, -0.6], [-0.9, -0.3, 1.0], [0.3, 0.2, 0.5], [-0.2, 0.2, 0.0], [0.1, -0.1, 0.2], [0.5, 0.0, 0.0], [0.1, -0.9, -0.5], [0.4, 0.7, 0.4], [-0.5, 0.0, -0.1], [-0.3, -0.2, -0.3], [-0.2, 0.2, -0.5], [-0.1, 0.2, 0.8], [0.2, 0.6, -0.7], [-0.6, 0.0, 0.4], [0.3, 1.4, -1.0], [-0.9, -0.3, 2.2], [0.1, -0.8, -1.3], [-0.1, -0.6, 0.3], [-0.4, 0.5, -0.9], [0.9, 0.3, 0.0], [0.0, 0.2, -0.4], [0.4, -0.3, -0.1], [0.1, -0.1, 0.4], [-0.3, 0.3, 0.1], [-0.1, 0.4, -0.4], [0.1, -0.5, 0.4], [0.0, -0.2, 0.3], [-0.1, 0.1, 0.4], [0.2, 0.4, 0.0], [0.0, -0.5, 1.0], [0.0, -0.2, -1.0], [-0.2, -0.2, 0.9], [0.8, -0.7, -0.6], [0.9, -1.0, -1.3], [0.5, 1.3, -0.8], [-0.8, -0.3, 0.6], [-1.1, 0.6, 0.6], [0.0, 0.1, 0.0], [0.0, -0.1, 0.1], [-0.1, 0.1, -0.1], [0.2, -0.5, 0.4], [-0.3, 0.6, 0.0], [-0.1, -0.1, 0.3], [0.0, 0.1, 0.0], [0.3, 0.1, 0.6], [0.1, -0.1, -0.6], [-0.3, 0.0, -0.1], [0.2, 0.0, 0.0], [0.1, 0.7, 0.5], [-0.8, -0.4, 1.4], [0.1, -1.1, 0.5], [-0.8, 0.7, 0.3], [0.6, -0.6, -0.4], [0.6, 0.5, -0.7], [-0.1, -0.5, -0.4], [0.5, 0.3, -0.3], [0.1, 0.0, 0.0], [0.0, 0.3, -0.1], [0.0, -0.3, -0.4], [-0.3, 0.7, 0.1], [0.1, 0.6, -0.6], [-0.1, -0.9, 0.1], [0.3, 0.7, 0.1], [-0.2, 0.1, -0.2], [0.1, -0.7, 0.0], [-0.8, -0.7, 2.0], [0.4, -0.3, -2.0], [-0.1, -0.1, -0.1], [0.6, -0.8, 1.2], [-0.3, -0.1, 0.2], [0.0, 0.6, 0.3], [-0.2, -0.4, 0.2], [0.2, 0.2, -0.3], [0.5, 0.6, -0.1], [-0.4, -0.1, 0.0], [0.5, 0.1, -0.3], [-0.1, 0.3, 0.5], [0.1, 0.3, -0.2], [-0.7, -0.6, -0.2], [0.1, 0.5, -0.8], [0.0, 0.2, -0.6], [0.1, 0.2, 0.2]],
  "homo_energy_ha": -0.1388,
  "energy_ev": -79957.3875,
  "e_lumo_ha": -0.0137,
  "largest_force_ev_per_a": 3.0,
  "charge": -1,
  "orbital_gap_ev": 3.4
}


{
  "formula": "C29H78NO21",
  "method": "ωB97M-V with the def2-TZVPD basis set",
  "species": ["C", "C", "C", "C", "C", "C", "N", "O", "C", "C", "C", "H", "H", "H", "H", "H", "H", "H", "H", "H", "H", "H", "H", "H", "H", "H", "H", "H", "H", "C", "C", "O", "O", "H", "H", "H", "H", "H", "H", "C", "C", "O", "O", "H", "H", "H", "H", "H", "H", "C", "C", "O", "O", "H", "H", "H", "H", "H", "H", "C", "C", "O", "O", "H", "H", "H", "H", "H", "H", "C", "C", "O", "O", "H", "H", "H", "H", "H", "H", "C", "C", "O", "O", "H", "H", "H", "H", "H", "H", "C", "C", "O", "O", "H", "H", "H", "H", "H", "H", "C", "C", "O", "O", "H", "H", "H", "H", "H", "H", "C", "C", "O", "O", "H", "H", "H", "H", "H", "H", "C", "C", "O", "O", "H", "H", "H", "H", "H", "H"],
  "coordinates": [[4.0009, -55.6318, -49.0914], [4.4306, -56.7280, -50.1645], [4.7857, -56.1131, -51.4580], [6.2688, -55.6854, -51.6092], [7.1508, -56.7726, -51.1626], [6.9525, -57.4247, -49.7981], [5.4544, -57.5567, -49.5371], [5.2174, -58.1781, -48.5266], [7.6282, -56.6657, -48.7301], [7.4481, -58.8285, -49.7039], [3.1471, -57.4969, -50.5077], [3.4981, -56.0778, -48.0766], [3.3381, -55.1255, -49.7029], [4.7085, -54.8519, -48.7426], [4.1903, -55.3106, -51.7683], [4.6785, -56.8042, -52.3539], [6.2682, -54.7763, -51.2031], [6.5602, -55.3284, -52.5437], [8.1730, -56.5487, -51.1511], [6.9004, -57.5436, -51.9064], [7.2396, -56.8275, -47.7840], [7.2717, -55.6089, -48.9601], [8.7861, -56.8291, -48.8742], [7.4483, -59.1393, -48.8441], [8.5580, -58.9932, -49.9324], [7.0598, -59.4359, -50.3618], [2.6826, -56.7634, -50.9391], [2.8644, -57.9349, -49.5187], [3.1335, -58.2629, -51.3738], [1.3718, -51.7507, -45.4207], [2.5694, -52.7409, -45.2223], [2.9238, -52.9481, -46.5635], [0.9084, -51.1150, -44.2812], [0.5405, -52.2412, -45.9166], [1.4057, -51.0299, -46.2074], [2.3507, -53.5621, -44.6059], [3.2332, -52.2874, -44.6175], [3.8756, -53.1427, -46.7426], [-0.0068, -50.8519, -44.2694], [3.4237, -60.5307, -46.0046], [2.2358, -61.2380, -46.6989], [2.3912, -60.9711, -48.1148], [3.1243, -60.1682, -44.7327], [3.7104, -59.7071, -46.5388], [4.3402, -61.1467, -46.1934], [1.2597, -61.0361, -46.3453], [2.3205, -62.2596, -46.5522], [1.5554, -60.8737, -48.4459], [2.7818, -59.1940, -44.7999], [11.8603, -57.2241, -52.0546], [13.0774, -58.2133, -52.4638], [13.9001, -57.5504, -53.4102], [11.1242, -57.7475, -51.0002], [10.9461, -57.0861, -52.9974], [12.3746, -56.1952, -51.7647], [12.7439, -59.0120, -52.8816], [13.7465, -58.4365, -51.6142], [13.3411, -57.2429, -54.1257], [10.4211, -58.4154, -51.2689], [7.6691, -61.1968, -45.5312], [8.2976, -59.7514, -45.3082], [8.9468, -59.4246, -46.4281], [6.8147, -61.3046, -44.3716], [8.4378, -62.1662, -45.4690], [7.0798, -61.1518, -46.6232], [9.1655, -60.1084, -44.7016], [7.6702, -59.1778, -44.7332], [9.7231, -59.5360, -46.2270], [6.2406, -61.9797, -44.4535], [4.7122, -52.4832, -52.9205], [5.0912, -51.9540, -51.5636], [4.7112, -52.7423, -50.5196], [4.8518, -51.3235, -53.8093], [3.7109, -52.7676, -53.0341], [5.2536, -53.2269, -53.0592], [4.6536, -50.8052, -51.4384], [6.0820, -51.6976, -51.4635], [3.7860, -52.6410, -50.4648], [3.8764, -50.7453, -53.8171], [-0.6395, -55.3296, -46.3066], [0.1333, -55.8236, -47.5571], [-0.5601, -55.3230, -48.6770], [0.0238, -55.9548, -45.2091], [-1.6482, -55.6184, -46.2897], [-0.4372, -54.2028, -46.1327], [0.1456, -56.9266, -47.6532], [1.2395, -55.6827, -47.4552], [-0.3326, -55.8694, -49.5287], [-0.2484, -55.5840, -44.3618], [9.1088, -52.9799, -52.0919], [8.9613, -52.4545, -53.5587], [8.1059, -51.3639, -53.5119], [9.9023, -54.1464, -52.0284], [8.1534, -53.2555, -51.6266], [9.7820, -52.3033, -51.6815], [8.6448, -53.1907, -54.3325], [10.0136, -52.1845, -53.9796], [7.6574, -51.4026, -54.2935], [10.7388, -53.9173, -52.5289], [4.7766, -61.1258, -53.7321], [3.7127, -60.6276, -52.8292], [2.9579, -61.8427, -52.6842], [5.4126, -59.9689, -54.1834], [4.3922, -61.5873, -54.4705], [5.4944, -61.8218, -53.4984], [3.1288, -59.7202, -53.1345], [4.1196, -60.4862, -51.7694], [3.5351, -62.6036, -52.5373], [6.1762, -60.0675, -54.6103], [8.7174, -59.4162, -54.4669], [8.8739, -60.5435, -53.4381], [9.6242, -60.1294, -52.2813], [7.9027, -59.8017, -55.5398], [9.5582, -58.8726, -54.8389], [8.2427, -58.5359, -54.1291], [9.4182, -61.2429, -54.2455], [8.0316, -60.9410, -53.1550], [10.2397, -60.7026, -52.0572], [7.9068, -59.2049, -56.1263], [5.5918, -56.2439, -56.0212], [7.0039, -55.6773, -56.0485], [7.8152, -56.6579, -56.8473], [4.7525, -55.3176, -55.3979], [5.9346, -57.1173, -55.4069], [5.2888, -56.6622, -57.2335], [7.3933, -55.4000, -55.1846], [7.0305, -54.7738, -56.4270], [8.7578, -56.2442, -57.2933], [4.6694, -54.5447, -55.9947]],
  "atomic_forces_ev_per_a": [[0.6, -1.7, 3.0], [-1.2, 0.0, 0.3], [3.7, -1.3, -3.8], [-2.0, -1.3, 0.7], [-0.8, -2.0, -0.1], [-0.3, -0.9, -1.8], [1.3, -0.2, 3.3], [-0.9, 0.8, -2.1], [1.2, 3.4, -1.6], [4.6, 4.3, -6.4], [2.9, -5.6, 2.6], [1.1, 0.8, -2.8], [-1.9, 1.2, -0.6], [0.3, -0.9, -0.6], [-1.2, 1.3, 0.3], [-0.4, 0.0, 1.4], [0.9, 3.6, 3.2], [0.1, -0.4, -2.4], [1.7, 0.4, -0.6], [0.8, -0.3, 0.0], [-0.2, -1.0, 2.0], [1.3, -0.6, 0.5], [-2.4, 0.6, 0.6], [-0.8, -3.4, 9.3], [-1.2, 1.2, -0.1], [-2.7, -3.3, -3.3], [-4.0, 4.1, -1.5], [-1.0, 0.3, -1.2], [0.9, 0.8, 1.8], [-1.8, -1.0, -0.6], [-3.0, 2.0, -2.0], [1.7, -1.2, -1.0], [1.0, 0.1, 2.1], [-0.4, -1.4, 0.3], [2.0, 0.9, -0.6], [-1.1, -1.9, 0.0], [3.1, 2.2, 1.4], [-1.2, 0.3, 0.8], [-0.3, -0.2, -0.5], [-0.5, -2.4, -1.5], [1.9, 1.2, -1.3], [2.7, -0.3, 1.7], [-0.8, 3.0, 2.1], [0.2, 2.4, -1.9], [-0.6, -0.1, 1.2], [-0.9, 1.2, 0.5], [0.4, -2.3, 0.2], [-3.2, 0.3, -1.6], [0.9, -2.9, 0.6], [-0.4, 0.2, -2.3], [1.1, 6.6, 2.3], [0.4, 0.2, 0.0], [-1.4, -1.0, 1.1], [3.3, 0.0, 2.1], [-1.5, -2.0, -0.6], [-2.4, -5.5, -2.3], [-0.7, 0.2, -0.1], [0.0, 0.0, -0.2], [1.6, 1.3, -0.1], [-1.0, -0.5, -0.5], [2.4, -7.1, 1.6], [-11.6, 4.1, -6.2], [3.1, 3.4, -0.6], [-1.7, 2.8, -0.7], [1.3, -0.5, 2.8], [-1.0, 0.8, 1.2], [-1.6, 2.1, 0.5], [13.0, -1.4, 2.3], [-3.0, -3.7, -0.4], [-4.2, 8.8, 1.5], [-2.9, 4.3, -0.3], [0.8, -1.5, 1.3], [-3.3, 1.3, -0.6], [-1.7, -0.8, 0.5], [5.4, -6.5, -2.7], [0.5, -2.7, -0.4], [2.6, -0.1, -0.2], [-1.7, -0.1, 0.5], [4.4, -2.8, 0.2], [3.4, 1.5, 0.7], [-0.2, -1.4, 0.5], [1.0, -0.8, -2.9], [0.4, -0.6, 0.4], [-1.5, 0.0, -0.5], [-0.9, -1.5, -0.9], [-0.6, 0.1, 0.7], [-0.8, 1.1, -0.3], [-0.6, 1.6, 2.6], [-0.1, 0.1, -0.3], [0.2, -1.3, -2.5], [1.7, -1.0, -0.2], [1.5, 0.4, 2.7], [1.5, -0.9, -1.4], [0.3, 0.8, 0.1], [-0.2, 2.3, 1.8], [-0.3, -0.1, 0.8], [-1.3, -0.1, 1.0], [-2.3, 0.5, -3.1], [-1.3, -0.7, 1.0], [2.1, 5.7, 1.9], [0.8, -2.6, 3.1], [-2.1, 0.2, 0.2], [-3.9, 2.5, 2.4], [-3.7, -2.9, -5.6], [1.7, -1.7, 2.5], [0.4, -1.3, -0.2], [-0.2, 0.7, -1.3], [0.0, 0.5, 0.0], [4.9, -1.0, -3.0], [-1.1, 1.7, 0.6], [6.5, 1.5, -4.5], [-4.8, 4.4, -2.4], [-0.3, -8.6, 6.5], [1.9, -0.9, -0.2], [-1.1, 1.0, 1.8], [-0.7, 0.4, 2.6], [-4.8, -2.1, 1.4], [4.5, -4.5, 1.4], [0.0, 7.3, -7.2], [2.0, -1.8, -2.5], [-0.4, -4.4, -4.3], [3.1, 2.3, -0.6], [-0.5, 0.1, -0.3], [-2.2, 0.0, -0.1], [0.7, 1.4, 3.9], [1.8, -0.4, 4.9], [-0.1, 4.6, -3.4], [-4.3, -1.4, 2.2], [0.0, -0.7, 0.5]],
  "homo_energy_ha": -0.4247,
  "energy_ev": -75793.1163,
  "e_lumo_ha": -0.2045,
  "largest_force_ev_per_a": 13.8,
  "charge": 1,
  "orbital_gap_ev": 6.0
}